Computed, not measured: a molecular structure, C32H35AsCsN7O4S4Sb at a distorted geometry, with ωB97M-V/def2-TZVPD.

Geometry as XYZ:
```
85
Properties=species:S:1:pos:R:3:mulliken_charge:R:1
Cs 0.3201 0.2988 0.6275 1.435
O -7.9308 1.8404 0.1718 -0.518
C -7.4430 2.4145 1.3067 0.632
O -8.2174 3.0063 2.0228 -0.638
C -5.9977 2.2711 1.5596 1.227
C -5.1428 1.4546 0.7989 -1.028
C -3.8047 1.3609 1.0872 -0.630
C -3.2264 2.1022 2.1445 -0.566
C -4.0939 2.9167 2.9107 -0.296
C -5.4408 2.9857 2.6229 -0.847
N -1.8925 1.9554 2.3677 0.580
C -1.1862 2.9482 2.9030 -1.041
C 0.1797 2.8106 3.3031 0.877
C 0.9940 3.9570 3.5371 -1.206
C 2.3282 3.8089 3.8089 -0.130
C 2.8880 2.5150 3.8744 -1.169
C 2.0222 1.4474 3.6910 -0.005
N 0.7201 1.5578 3.4304 0.188
H -7.2008 1.4615 -0.3341 0.304
H -5.4972 0.8674 -0.0439 0.123
H -3.1577 0.7550 0.4649 0.605
H -3.6932 3.4657 3.7540 0.450
H -6.0986 3.6006 3.2244 0.404
H -1.6032 3.9586 2.9568 0.302
H 0.5482 4.9423 3.4600 0.361
H 2.9503 4.6850 3.9570 0.389
H 3.9391 2.3523 4.0712 0.361
H 2.3880 0.4240 3.7610 0.411
S 0.4559 -0.3286 -4.4602 -0.609
Sb -1.1032 0.1772 -2.9215 0.994
S -3.2005 -0.5473 -3.2853 -0.662
S -0.8989 2.1294 -1.7965 -0.573
O 1.8552 -0.0753 -1.3744 -0.480
S 2.3290 -1.2706 -2.1311 0.677
C 3.6464 -0.6990 -3.2063 0.150
C 4.0406 0.6217 -3.1134 -0.354
C 5.0667 1.0706 -3.9342 -0.698
C 5.6715 0.2044 -4.8342 -0.414
C 5.2436 -1.1144 -4.9298 -0.646
C 4.2180 -1.5719 -4.1172 -0.375
C 3.4977 -2.0097 -0.9850 0.624
C 4.1336 -1.1980 -0.0550 -0.448
C 5.1304 -1.7357 0.7426 -0.670
C 5.4748 -3.0786 0.6194 -0.597
C 4.8024 -3.8890 -0.2838 -0.692
C 3.8024 -3.3570 -1.0933 -0.336
H 3.5170 1.2778 -2.4295 0.347
H 5.3817 2.1053 -3.8806 0.388
H 6.4672 0.5613 -5.4767 0.361
H 5.6980 -1.7836 -5.6499 0.385
H 3.8547 -2.5896 -4.2022 0.435
H 3.8428 -0.1582 0.0261 0.460
H 5.6409 -1.1055 1.4607 0.427
H 6.2603 -3.4929 1.2404 0.360
H 5.0519 -4.9396 -0.3702 0.435
H 3.2772 -3.9927 -1.7959 0.378
C 0.9376 -5.0045 0.9356 -1.399
N 0.8355 -3.5731 1.1174 0.849
C 1.7092 -2.8252 1.8349 -0.646
N 2.6562 -3.5221 2.5733 -0.392
O 1.6254 -1.6096 1.8906 -0.318
H 0.0740 -5.3456 0.3687 0.402
H 0.9355 -5.5133 1.9025 0.326
H 1.8253 -5.2937 0.3649 0.355
H 0.2104 -3.0412 0.5196 -0.264
H 3.0201 -4.3634 2.1511 0.263
H 3.3765 -2.8995 2.9074 0.389
C -2.6865 -2.2728 2.5451 -1.058
As -1.2618 -1.1087 3.2745 0.325
C -0.5313 -2.5186 4.4570 -1.277
C -2.3957 -0.2760 4.6441 -1.119
H -3.1906 -2.8363 3.3342 0.370
H -2.2569 -2.9681 1.8222 0.263
H -3.4165 -1.6515 2.0241 0.302
H -1.3288 -2.9774 5.0460 0.476
H 0.2056 -2.0767 5.1300 0.331
H -0.0362 -3.2891 3.8647 0.273
H -2.8060 -1.0330 5.3159 0.451
H -3.2044 0.2657 4.1559 0.253
H -1.7973 0.4415 5.2065 0.288
N 1.4512 -5.6043 -2.2344 -0.755
C 0.6813 -4.7428 -2.3786 0.725
N -0.2173 -3.8227 -2.6286 -0.759
C -0.3985 -2.8105 -1.8475 0.710
N -0.6643 -1.8339 -1.2565 -0.801
```

Output
- ⟨S²⟩: 0.78
- ΔE to the lowest compared entry with this formula, charge and spin: 1.9193 eV
- Total charge: -2
- Spin multiplicity: 2
- E_HOMO (alpha / beta): -0.75 / -2.84 eV